A cluster of 16 separate species, C80H208N16O24 in total in a non-equilibrium geometry. Source: the Open Molecules 2025 dataset; level of theory: wB97M-V/def2-TZVPD.

Each atom is followed by the atoms it is bonded to, with distances in Å.
Atoms and positions in Å:
1 O -9.93066 -13.06206 -1.23788  C50 1.413, C93 1.406
2 O -11.90313 -13.51014 -3.96261  C73 1.433, C80 1.506
3 O -8.64454 -21.47296 3.96511  C79 1.452, C89 1.393
4 O -2.38654 -20.12839 -8.01208  C43 1.408, C71 1.446
5 O -6.57913 -25.69685 -4.49218  C60 1.461, C103 1.464
6 O -6.38162 -22.57118 -7.83478  C107 1.417, C110 1.400
7 O -13.21347 -18.73794 -4.63010  C65 1.434, C69 1.392
8 O -8.49970 -27.90246 -2.01207  C70 1.439, C100 1.415
9 O -1.99544 -21.55071 2.92866  C68 1.420, C113 1.420
10 O -8.72337 -26.35495 -8.92449  C64 1.400, C82 1.445
11 O -6.60264 -24.55537 1.03661  C87 1.378, C119 1.403
12 O -3.39335 -13.17283 -1.46956  C88 1.355, C99 1.440
13 O 2.98162 -21.54026 -5.17223  C47 1.431, C48 1.421
14 O -6.40606 -13.66788 1.68797  C51 1.414, C118 1.434
15 O -6.59646 -17.67915 2.41797  C66 1.411, C76 1.376
16 O -10.29299 -15.02530 -8.22968  C85 1.404, C91 1.379
17 O -2.88806 -23.20997 -3.40353  C58 1.406, C59 1.445
18 O -9.87733 -21.98110 -3.67836  C44 1.447, C120 1.487
19 O -10.66029 -16.88428 -11.72416  C45 1.430, C75 1.420
20 O -1.72881 -18.33865 -1.53290  C94 1.448, C104 1.440
21 O -1.98927 -11.92749 5.99665  C96 1.437, C105 1.427
22 O -4.07527 -16.45743 -6.84865  C57 1.482, C116 1.397
23 O -11.80521 -16.25158 0.67277  C54 1.462, C92 1.406
24 O -5.83073 -19.65706 -3.29239  C46 1.438, C102 1.427
25 N -9.28704 -25.12588 -3.22792  C77 1.505, C117 1.444, H140 1.010
26 N -3.90796 -16.04315 -1.02302  C90 1.489, C106 1.437, H285 1.010
27 N -4.82902 -12.33835 3.75340  C72 1.455, C84 1.455, H326 1.010
28 N -8.46098 -18.46885 4.38621  C42 1.445, C49 1.505, H272 1.010
29 N -8.78433 -19.97261 -8.86775  C86 1.422, H216 1.010, H291 1.010
30 N -11.93390 -18.77205 -1.07242  C52 1.441, H215 1.010, H313 1.010
31 N -9.17947 -14.78981 -3.61430  C115 1.420, H151 1.010, H222 1.010
32 N -7.64627 -17.55357 -7.44201  C97 1.513, C111 1.427, H211 1.010
33 N -9.88981 -20.06963 -5.69817  C41 1.429, H192 1.010, H197 1.010
34 N -0.33904 -20.18843 -5.96009  C67 1.462, C114 1.491, H238 1.010
35 N -2.21495 -22.66951 0.10251  C81 1.470, C83 1.515, H256 1.010
36 N -7.13675 -27.52353 -6.36358  C53 1.432, C55 1.482, H184 1.010
37 N -11.59700 -15.62047 -1.90432  C109 1.467, H225 1.010, H242 1.010
38 N -6.28266 -22.25586 2.54262  C63 1.452, H134 1.010, H142 1.010
39 N -8.41734 -17.55603 -4.62752  C56 1.488, H129 1.010, H258 1.010
40 N -10.54994 -20.56179 -11.28473  C78 1.478, H201 1.010, H234 1.010
41 C -11.28886 -19.79672 -5.80225  N33 1.429, C65 1.568, C112 1.466, H179 1.090
42 C -7.87459 -17.14804 4.35667  N28 1.445, C66 1.552, H170 1.090, H320 1.090
43 C -2.38569 -19.01437 -7.15158  O4 1.408, C114 1.544, H148 1.090, H200 1.090
44 C -9.32597 -21.99770 -2.34017  O18 1.447, H280 1.090, H316 1.090, H317 1.090
45 C -10.14410 -18.09568 -11.16619  O19 1.430, C78 1.549, H162 1.090, H163 1.090
46 C -4.96444 -20.72055 -3.72528  O24 1.438, H125 1.090, H147 1.090, H298 1.090
47 C 3.39117 -21.89116 -6.49812  O13 1.431, H156 1.090, H177 1.090, H241 1.090
48 C 1.58809 -21.37100 -4.94987  O13 1.421, C67 1.520, H185 1.090, H322 1.090
49 C -7.70516 -19.45971 5.22951  N28 1.505, C79 1.555, H191 1.090, H207 1.090
50 C -10.70894 -11.96829 -0.79626  O1 1.413, H126 1.090, H161 1.090, H229 1.090
51 C -6.67467 -12.43169 2.31944  O14 1.414, C72 1.534, H180 1.090, H203 1.090
52 C -11.71858 -18.74666 0.35242  N30 1.441, C92 1.565, C98 1.521, H199 1.090
53 C -7.34758 -27.94587 -5.01178  N36 1.432, C60 1.510, H164 1.090, H281 1.090
54 C -10.84869 -15.58336 1.55431  O23 1.462, H174 1.090, H240 1.090, H309 1.090
55 C -8.31050 -27.99705 -7.13516  N36 1.482, C64 1.562, H186 1.090, H304 1.090
56 C -7.40306 -18.01434 -3.63978  N39 1.488, C74 1.543, C102 1.532, H127 1.090
57 C -5.55331 -16.35210 -6.84287  O22 1.482, C111 1.554, H266 1.090, H270 1.090
58 C -1.99049 -23.09376 -2.32762  O17 1.406, C81 1.535, H232 1.090, H308 1.090
59 C -2.22505 -23.60661 -4.62457  O17 1.445, H150 1.090, H220 1.090, H283 1.090
60 C -6.32186 -27.11831 -4.27511  O5 1.461, C53 1.510, H132 1.090, H198 1.090
61 C -12.41616 -19.07563 -10.56782  C78 1.541, H213 1.090, H278 1.090, H299 1.090
62 C -6.16448 -20.79903 0.66185  C63 1.521, H152 1.090, H159 1.090, H255 1.090
63 C -6.72288 -22.12144 1.16533  N38 1.452, C62 1.521, C119 1.558, H268 1.090
64 C -8.26363 -27.64976 -8.65780  O10 1.400, C55 1.562, H264 1.090, H327 1.090
65 C -11.85483 -19.17119 -4.48088  O7 1.434, C41 1.568, H208 1.090, H218 1.090
66 C -6.49582 -17.01185 3.65716  O15 1.411, C42 1.552, H233 1.090, H245 1.090
67 C 1.09838 -20.14249 -5.69925  N34 1.462, C48 1.520, H188 1.090, H312 1.090
68 C -2.91914 -20.51810 3.23938  O9 1.420, H131 1.090, H194 1.090, H243 1.090
69 C -13.54319 -18.03350 -5.78427  O7 1.392, H271 1.090, H273 1.090, H289 1.090
70 C -7.91991 -28.89592 -1.14679  O8 1.439, H214 1.090, H267 1.090, H325 1.090
71 C -3.66769 -20.23030 -8.67554  O4 1.446, H183 1.090, H262 1.090, H287 1.090
72 C -5.41911 -11.61114 2.64021  N27 1.455, C51 1.534, H138 1.090, H224 1.090
73 C -12.51439 -14.80209 -4.06016  O2 1.433, C109 1.608, H130 1.090, H290 1.090
74 C -8.18134 -18.31258 -2.34157  C56 1.543, H244 1.090, H277 1.090, H293 1.090
75 C -9.76806 -15.79784 -11.52678  O19 1.420, H226 1.090, H263 1.090, H295 1.090
76 C -5.44733 -17.57354 1.66903  O15 1.376, H195 1.090, H209 1.090, H276 1.090
77 C -10.13513 -26.09797 -2.45236  N25 1.505, C100 1.507, H144 1.090, H275 1.090
78 C -11.16286 -19.22700 -11.45137  N40 1.478, C45 1.549, C61 1.541, H178 1.090
79 C -8.57847 -20.74680 5.22069  O3 1.452, C49 1.555, H158 1.090, H294 1.090
80 C -11.38743 -12.90028 -5.23971  O2 1.506, H135 1.090, H155 1.090, H230 1.090
81 C -2.94008 -23.03134 -1.12376  N35 1.470, C58 1.535, H248 1.090, H319 1.090
82 C -7.81415 -25.27942 -8.59903  O10 1.445, H160 1.090, H246 1.090, H259 1.090
83 C -1.76923 -21.27934 0.50640  N35 1.515, C113 1.525, H204 1.090, H206 1.090
84 C -3.53346 -11.78718 4.11935  N27 1.455, C105 1.503, H169 1.090, H250 1.090
85 C -11.69499 -15.09469 -8.27054  O16 1.404, H157 1.090, H176 1.090, H221 1.090
86 C -8.00469 -21.15982 -8.92802  N29 1.422, C101 1.503, C107 1.505, H324 1.090
87 C -6.05290 -25.68187 0.46514  O11 1.378, H202 1.090, H231 1.090, H286 1.090
88 C -3.35519 -11.81848 -1.50801  O12 1.355, H123 1.090, H219 1.090, H253 1.090
89 C -9.38370 -22.64747 4.08723  O3 1.393, H121 1.090, H249 1.090, H254 1.090
90 C -4.05635 -17.32749 -1.76151  N26 1.489, C94 1.529, H141 1.090, H292 1.090
91 C -9.78405 -16.20922 -7.74014  O16 1.379, C97 1.492, H133 1.090, H265 1.090
92 C -12.28796 -17.49873 1.10681  O23 1.406, C52 1.565, H223 1.090, H261 1.090
93 C -9.08069 -12.65135 -2.27949  O1 1.406, C115 1.557, H212 1.090, H306 1.090
94 C -3.14807 -18.45615 -1.27328  O20 1.448, C90 1.529, H124 1.090, H274 1.090
95 C -13.75028 -14.50478 -1.73949  C109 1.549, H145 1.090, H235 1.090, H315 1.090
96 C -1.78861 -12.24636 7.38377  O21 1.437, H251 1.090, H301 1.090, H323 1.090
97 C -8.32430 -16.33137 -8.02190  N32 1.513, C91 1.492, H122 1.090, H187 1.090
98 C -10.22088 -18.97213 0.49697  C52 1.521, H166 1.090, H172 1.090, H260 1.090
99 C -4.65201 -13.67925 -0.98816  O12 1.440, C106 1.586, H149 1.090, H236 1.090
100 C -9.38001 -26.94298 -1.45954  O8 1.415, C77 1.507, H167 1.090, H175 1.090
101 C -7.22552 -21.01833 -10.20494  C86 1.503, H168 1.090, H300 1.090, H318 1.090
102 C -6.71693 -19.20585 -4.31624  O24 1.427, C56 1.532, H136 1.090, H205 1.090
103 C -5.82543 -24.85992 -3.55690  O5 1.464, H237 1.090, H296 1.090, H314 1.090
104 C -1.19388 -18.74823 -2.80588  O20 1.440, H165 1.090, H210 1.090, H302 1.090
105 C -3.22231 -12.40008 5.45610  O21 1.427, C84 1.503, H269 1.090, H288 1.090
106 C -4.89124 -15.14076 -1.55461  N26 1.437, C99 1.586, H193 1.090, H307 1.090
107 C -7.17075 -21.40178 -7.69837  O6 1.417, C86 1.505, H153 1.090, H217 1.090
108 C -7.21683 -13.48663 -3.81585  C115 1.551, H173 1.090, H181 1.090, H321 1.090
109 C -12.86304 -15.42187 -2.61782  N37 1.467, C73 1.608, C95 1.549, H284 1.090
110 C -5.80419 -23.08152 -6.66651  O6 1.400, H182 1.090, H196 1.090, H252 1.090
111 C -6.23074 -17.51807 -7.61598  N32 1.427, C57 1.554, H171 1.090, H328 1.090
112 C -12.02501 -21.00391 -6.19110  C41 1.466, H247 1.090, H279 1.090, H310 1.090
113 C -1.07699 -21.35292 1.86361  O9 1.420, C83 1.525, H143 1.090, H190 1.090
114 C -0.95594 -18.97504 -6.56890  N34 1.491, C43 1.544, H282 1.090, H297 1.090
115 C -8.36435 -13.90556 -2.85989  N31 1.420, C93 1.557, C108 1.551, H239 1.090
116 C -3.43778 -15.60745 -5.94083  O22 1.397, H128 1.090, H146 1.090, H305 1.090
117 C -10.09379 -24.40921 -4.18774  N25 1.444, C120 1.539, H227 1.090, H303 1.090
118 C -7.53587 -14.39310 1.18396  O14 1.434, H139 1.090, H228 1.090, H257 1.090
119 C -6.09579 -23.37210 0.47966  O11 1.403, C63 1.558, H137 1.090, H189 1.090
120 C -9.39815 -23.08547 -4.55180  O18 1.487, C117 1.539, H154 1.090, H311 1.090
121 H -9.46482 -23.13815 3.11732  C89 1.090
122 H -7.95345 -15.38710 -7.62325  C97 1.090
123 H -3.83031 -11.34523 -2.36731  C88 1.090
124 H -3.16591 -18.64451 -0.19983  C94 1.090
125 H -4.43002 -21.02471 -2.82529  C46 1.090
126 H -11.06988 -12.25661 0.19100  C50 1.090
127 H -6.65652 -17.24060 -3.46061  C56 1.090
128 H -2.36968 -15.82261 -5.90957  C116 1.090
129 H -8.02898 -17.48997 -5.55753  N39 1.010
130 H -11.92750 -15.50459 -4.65190  C73 1.090
131 H -3.32051 -20.06093 2.33495  C68 1.090
132 H -6.38086 -27.26172 -3.19619  C60 1.090
133 H -10.32642 -17.01301 -8.23799  C91 1.090
134 H -7.01979 -21.77893 3.04190  N38 1.010
135 H -12.11363 -13.01837 -6.04395  C80 1.090
136 H -6.19379 -18.84331 -5.20111  C102 1.090
137 H -6.18729 -23.29470 -0.60373  C119 1.090
138 H -4.79126 -11.49681 1.75656  C72 1.090
139 H -7.35992 -15.33535 0.66500  C118 1.090
140 H -8.50515 -25.55222 -3.70434  N25 1.010
141 H -5.07627 -17.71014 -1.72348  C90 1.090
142 H -6.51279 -23.20933 2.78352  N38 1.010
143 H -0.41801 -22.22112 1.85485  C113 1.090
144 H -10.55922 -26.76362 -3.20413  C77 1.090
145 H -13.90752 -14.99490 -0.77868  C95 1.090
146 H -3.86913 -15.71277 -4.94537  C116 1.090
147 H -4.27196 -20.51773 -4.54225  C46 1.090
148 H -3.27250 -19.09365 -6.52279  C43 1.090
149 H -4.67261 -13.65829 0.10144  C99 1.090
150 H -1.57970 -24.48215 -4.55348  C59 1.090
151 H -9.63739 -15.34083 -2.90241  N31 1.010
152 H -6.57074 -19.90895 1.14228  C62 1.090
153 H -6.51603 -20.61898 -7.31539  C107 1.090
154 H -9.65645 -22.83344 -5.58032  C120 1.090
155 H -11.28303 -11.81539 -5.22547  C80 1.090
156 H 3.63798 -21.02380 -7.11040  C47 1.090
157 H -11.92004 -15.64368 -9.18490  C85 1.090
158 H -8.15132 -21.40266 5.97930  C79 1.090
159 H -6.54779 -20.64833 -0.34734  C62 1.090
160 H -7.55857 -25.29235 -7.53950  C82 1.090
161 H -11.47688 -11.66070 -1.50602  C50 1.090
162 H -9.19223 -18.29536 -11.65831  C45 1.090
163 H -9.95582 -18.01411 -10.09567  C45 1.090
164 H -8.28473 -27.66728 -4.52988  C53 1.090
165 H -1.76956 -18.44711 -3.68111  C104 1.090
166 H -9.66024 -18.16914 0.01843  C98 1.090
167 H -8.76939 -26.29468 -0.83109  C100 1.090
168 H -6.57243 -20.15403 -10.08430  C101 1.090
169 H -2.69696 -11.95908 3.44198  C84 1.090
170 H -7.75155 -16.62587 5.30551  C42 1.090
171 H -6.03983 -17.40653 -8.68332  C111 1.090
172 H -9.89831 -18.97574 1.53814  C98 1.090
173 H -6.66506 -12.60232 -3.49702  C108 1.090
174 H -11.20682 -15.54617 2.58313  C54 1.090
175 H -10.05518 -27.49233 -0.80344  C100 1.090
176 H -12.05177 -14.09815 -8.53074  C85 1.090
177 H 4.25696 -22.55234 -6.53501  C47 1.090
178 H -11.45679 -19.17210 -12.49956  C78 1.090
179 H -11.48716 -19.03939 -6.56070  C41 1.090
180 H -7.14034 -12.74618 3.25343  C51 1.090
181 H -7.61463 -13.23192 -4.79818  C108 1.090
182 H -5.33416 -24.06191 -6.74396  C110 1.090
183 H -3.74181 -21.15812 -9.24277  C71 1.090
184 H -7.12840 -26.51469 -6.41118  N36 1.010
185 H 1.08704 -22.28859 -5.25819  C48 1.090
186 H -9.26597 -27.69345 -6.70738  C55 1.090
187 H -8.14556 -16.24687 -9.09382  C97 1.090
188 H 1.37321 -19.17487 -5.27937  C67 1.090
189 H -5.01815 -23.43883 0.62912  C119 1.090
190 H -0.41010 -20.49957 1.98670  C113 1.090
191 H -6.70202 -19.70547 4.88107  C49 1.090
192 H -9.60769 -20.78151 -5.03958  N33 1.010
193 H -4.94179 -15.20873 -2.64132  C106 1.090
194 H -2.41935 -19.71949 3.78760  C68 1.090
195 H -5.15316 -16.53110 1.54704  C76 1.090
196 H -6.51596 -23.31675 -5.87522  C110 1.090
197 H -9.58338 -19.22424 -5.23826  N33 1.010
198 H -5.30392 -27.29498 -4.62249  C60 1.090
199 H -12.25572 -19.62826 0.70221  C52 1.090
200 H -2.53195 -18.19715 -7.85788  C43 1.090
201 H -11.24746 -21.26168 -11.49383  N40 1.010
202 H -6.23992 -26.49098 1.17115  C87 1.090
203 H -7.33111 -11.82641 1.69428  C51 1.090
204 H -1.02330 -20.91361 -0.19924  C83 1.090
205 H -7.39867 -19.99951 -4.62189  C102 1.090
206 H -2.54828 -20.51702 0.49952  C83 1.090
207 H -7.49632 -19.12165 6.24450  C49 1.090
208 H -11.79900 -19.87339 -3.64908  C65 1.090
209 H -5.53694 -18.10757 0.72304  C76 1.090
210 H -0.21129 -18.33861 -3.04003  C104 1.090
211 H -8.08098 -18.30343 -7.96051  N32 1.010
212 H -9.71004 -12.11136 -2.98690  C93 1.090
213 H -13.07498 -18.24494 -10.82081  C61 1.090
214 H -8.66843 -29.66435 -0.95358  C70 1.090
215 H -11.39626 -19.49657 -1.52640  N30 1.010
216 H -9.44361 -20.13989 -9.61439  N29 1.010
217 H -7.88043 -21.55115 -6.88465  C107 1.090
218 H -11.32956 -18.29608 -4.09832  C65 1.090
219 H -2.29267 -11.57574 -1.49288  C88 1.090
220 H -2.96508 -23.79067 -5.40340  C59 1.090
221 H -12.11957 -15.51948 -7.36093  C85 1.090
222 H -9.95329 -14.28140 -4.01782  N31 1.010
223 H -12.15686 -17.68124 2.17339  C92 1.090
224 H -5.66426 -10.58621 2.91865  C72 1.090
225 H -11.80641 -15.92942 -0.96581  N37 1.010
226 H -9.75842 -15.40663 -10.50945  C75 1.090
227 H -11.13829 -24.26688 -3.91048  C117 1.090
228 H -8.07764 -13.75071 0.48976  C118 1.090
229 H -10.04979 -11.13888 -0.53992  C50 1.090
230 H -10.51111 -13.44186 -5.59588  C80 1.090
231 H -4.97786 -25.59084 0.30993  C87 1.090
232 H -1.38047 -22.19317 -2.39779  C58 1.090
233 H -5.64514 -17.34272 4.25296  C66 1.090
234 H -9.85839 -20.73668 -11.99977  N40 1.010
235 H -13.23101 -13.56006 -1.57834  C95 1.090
236 H -5.43018 -12.98536 -1.30608  C99 1.090
237 H -6.12899 -23.81341 -3.58452  C103 1.090
238 H -0.69562 -21.07698 -6.28170  N34 1.010
239 H -7.89572 -14.44142 -2.03447  C115 1.090
240 H -9.92003 -16.15144 1.49983  C54 1.090
241 H 2.56065 -22.34229 -7.04109  C47 1.090
242 H -11.21628 -14.68567 -1.86827  N37 1.010
243 H -3.77597 -20.83771 3.83250  C68 1.090
244 H -8.88694 -19.13300 -2.47250  C74 1.090
245 H -6.40484 -15.93911 3.48670  C66 1.090
246 H -8.33708 -24.36279 -8.87185  C82 1.090
247 H -13.01886 -20.73869 -6.55170  C112 1.090
248 H -3.78530 -22.35003 -1.22139  C81 1.090
249 H -8.87022 -23.22096 4.85895  C89 1.090
250 H -3.51046 -10.72908 4.38008  C84 1.090
251 H -0.87827 -11.74061 7.70563  C96 1.090
252 H -5.02977 -22.40159 -6.31142  C110 1.090
253 H -3.82685 -11.36461 -0.63644  C88 1.090
254 H -10.36630 -22.33932 4.44450  C89 1.090
255 H -5.07547 -20.75396 0.67280  C62 1.090
256 H -2.66282 -23.13045 0.88165  N35 1.010
257 H -8.19327 -14.59601 2.02939  C118 1.090
258 H -8.67189 -16.60152 -4.41725  N39 1.010
259 H -6.92115 -25.31349 -9.22311  C82 1.090
260 H -9.89835 -19.91060 0.04602  C98 1.090
261 H -13.35858 -17.51315 0.90272  C92 1.090
262 H -4.48617 -20.31719 -7.96095  C71 1.090
263 H -8.76911 -16.17806 -11.74038  C75 1.090
264 H -7.35376 -27.98793 -9.15367  C64 1.090
265 H -9.94732 -16.30734 -6.66691  C91 1.090
266 H -5.87071 -16.30471 -5.80118  C57 1.090
267 H -7.03683 -29.36226 -1.58361  C70 1.090
268 H -7.81188 -22.16776 1.17017  C63 1.090
269 H -3.10653 -13.47979 5.36162  C105 1.090
270 H -5.74826 -15.37322 -7.28091  C57 1.090
271 H -13.77599 -18.73069 -6.58915  C69 1.090
272 H -8.31664 -18.88894 3.47913  N28 1.010
273 H -14.50359 -17.52332 -5.71042  C69 1.090
274 H -3.51567 -19.42808 -1.60239  C94 1.090
275 H -10.98151 -25.61090 -1.96809  C77 1.090
276 H -4.63963 -18.11983 2.15616  C76 1.090
277 H -8.69658 -17.41624 -1.99634  C74 1.090
278 H -12.24840 -18.97112 -9.49589  C61 1.090
279 H -11.59206 -21.49219 -7.06416  C112 1.090
280 H -9.60160 -22.92706 -1.84177  C44 1.090
281 H -7.05359 -28.98753 -4.88293  C53 1.090
282 H -0.41568 -18.65294 -7.45911  C114 1.090
283 H -1.54119 -22.80560 -4.90529  C59 1.090
284 H -13.25249 -16.42680 -2.78074  C109 1.090
285 H -3.03455 -15.59959 -1.26900  N26 1.010
286 H -6.51870 -25.95977 -0.48033  C87 1.090
287 H -3.95569 -19.38591 -9.30177  C71 1.090
288 H -4.09363 -12.21868 6.08538  C105 1.090
289 H -12.79103 -17.35780 -6.19144  C69 1.090
290 H -13.40447 -14.81831 -4.68912  C73 1.090
291 H -9.29075 -20.01308 -7.99482  N29 1.010
292 H -3.85797 -17.16962 -2.82162  C90 1.090
293 H -7.44755 -18.59232 -1.58565  C74 1.090
294 H -9.57506 -20.49795 5.58538  C79 1.090
295 H -10.00502 -15.05160 -12.28512  C75 1.090
296 H -5.92928 -25.15516 -2.51279  C103 1.090
297 H -0.97231 -18.11931 -5.89394  C114 1.090
298 H -5.64068 -21.50628 -4.06207  C46 1.090
299 H -13.07939 -19.93974 -10.60709  C61 1.090
300 H -6.67047 -21.90989 -10.49671  C101 1.090
301 H -1.59995 -13.31954 7.35550  C96 1.090
302 H -1.00800 -19.82225 -2.81205  C104 1.090
303 H -10.15369 -25.02016 -5.08844  C117 1.090
304 H -8.37881 -29.08466 -7.11187  C55 1.090
305 H -3.49871 -14.56037 -6.23751  C116 1.090
306 H -8.43481 -11.91742 -1.79752  C93 1.090
307 H -5.86287 -15.42447 -1.15021  C106 1.090
308 H -1.37630 -23.99415 -2.31489  C58 1.090
309 H -10.72298 -14.62031 1.05950  C54 1.090
310 H -12.21524 -21.68025 -5.35775  C112 1.090
311 H -8.30936 -23.13562 -4.54141  C120 1.090
312 H 1.53959 -20.01187 -6.68736  C67 1.090
313 H -11.54967 -17.91143 -1.43545  N30 1.010
314 H -4.75886 -24.85742 -3.78167  C103 1.090
315 H -14.68169 -14.33462 -2.27950  C95 1.090
316 H -9.78689 -21.23737 -1.70966  C44 1.090
317 H -8.26032 -21.77603 -2.28232  C44 1.090
318 H -7.85158 -20.74995 -11.05589  C101 1.090
319 H -3.42064 -23.99853 -0.97642  C81 1.090
320 H -8.62902 -16.59540 3.79674  C42 1.090
321 H -6.53521 -14.29499 -4.08050  C108 1.090
322 H 1.38721 -21.32633 -3.87947  C48 1.090
323 H -2.56052 -11.89008 8.06592  C96 1.090
324 H -8.68131 -22.01165 -8.99641  C86 1.090
325 H -7.73878 -28.44733 -0.17003  C70 1.090
326 H -4.65492 -13.30213 3.50660  N27 1.010
327 H -9.06060 -28.20860 -9.14835  C64 1.090
328 H -5.78323 -18.49861 -7.45358  C111 1.090

Summary:
Maximum force   0.058 hartree/bohr
Net charge   0
Energy relative to the best compared isomer or geometry (same formula, charge and spin)   285.3 kJ/mol

These are the Mulliken partial charges, in e, on atoms 1 to 99: atom 1 (O): 0.68, atom 2 (O): -0.42, atom 3 (O): -0.12, atom 4 (O): -0.55, atom 5 (O): 0.44, atom 6 (O): -0.53, atom 7 (O): -0.51, atom 8 (O): -0.19, atom 9 (O): -0.38, atom 10 (O): -0.39, atom 11 (O): -0.56, atom 12 (O): -0.44, atom 13 (O): -0.46, atom 14 (O): 0.49, atom 15 (O): 0.52, atom 16 (O): -0.63, atom 17 (O): 0.34, atom 18 (O): -0.30, atom 19 (O): -0.47, atom 20 (O): -0.50, atom 21 (O): -0.34, atom 22 (O): -0.36, atom 23 (O): -0.42, atom 24 (O): 0.34, atom 25 (N): 1.42, atom 26 (N): -0.24, atom 27 (N): -0.21, atom 28 (N): -0.24, atom 29 (N): 0.17, atom 30 (N): -0.35, atom 31 (N): 1.58, atom 32 (N): 1.34, atom 33 (N): 2.18, atom 34 (N): 0.31, atom 35 (N): -0.30, atom 36 (N): -0.39, atom 37 (N): 0.91, atom 38 (N): -0.62, atom 39 (N): 2.04, atom 40 (N): -0.60, atom 41 (C): 2.15, atom 42 (C): -1.01, atom 43 (C): 0.48, atom 44 (C): 0.07, atom 45 (C): 0.36, atom 46 (C): 1.70, atom 47 (C): -0.74, atom 48 (C): -0.36, atom 49 (C): -0.26, atom 50 (C): -1.33, atom 51 (C): -0.89, atom 52 (C): 0.37, atom 53 (C): -0.42, atom 54 (C): -0.29, atom 55 (C): -0.55, atom 56 (C): 1.20, atom 57 (C): -0.24, atom 58 (C): -0.59, atom 59 (C): -0.52, atom 60 (C): -0.89, atom 61 (C): -1.38, atom 62 (C): 1.49, atom 63 (C): 0.84, atom 64 (C): -0.65, atom 65 (C): 0.15, atom 66 (C): 0.21, atom 67 (C): -0.60, atom 68 (C): -0.30, atom 69 (C): -0.74, atom 70 (C): -0.91, atom 71 (C): -0.20, atom 72 (C): -0.41, atom 73 (C): 0.08, atom 74 (C): 0.21, atom 75 (C): -0.53, atom 76 (C): -0.38, atom 77 (C): -1.03, atom 78 (C): 0.17, atom 79 (C): -0.99, atom 80 (C): -0.98, atom 81 (C): 0.35, atom 82 (C): 0.28, atom 83 (C): 1.20, atom 84 (C): -0.69, atom 85 (C): -0.56, atom 86 (C): 0.01, atom 87 (C): 0.06, atom 88 (C): -0.71, atom 89 (C): -0.94, atom 90 (C): 1.38, atom 91 (C): 0.74, atom 92 (C): -1.50, atom 93 (C): -1.78, atom 94 (C): 0.37, atom 95 (C): -1.48, atom 96 (C): -0.72, atom 97 (C): -1.11, atom 98 (C): 0.16, atom 99 (C): -0.56